Record 1
{
  "formula": "C22H45N5O10P2S5W",
  "method": "the ωB97M-V functional and the def2-TZVPD basis",
  "multiplicity": 1,
  "homo_ev": [-13.13, -13.17],
  "largest_force_ha_per_bohr": 0.0894,
  "homo_lumo_gap_ev": [6.182, 6.087],
  "energy_ev": -126038.1338,
  "total_charge": 2,
  "lumo_ev": [-6.95, -7.09],
  "species": ["W", "C", "C", "S", "C", "C", "S", "C", "C", "S", "H", "H", "H", "H", "H", "H", "H", "H", "H", "H", "H", "H", "C", "N", "C", "P", "O", "O", "P", "O", "N", "C", "C", "N", "C", "C", "N", "C", "C", "H", "H", "H", "H", "H", "H", "H", "H", "H", "H", "H", "H", "H", "H", "H", "H", "H", "H", "H", "H", "H", "H", "H", "H", "O", "S", "O", "O", "C", "C", "C", "C", "C", "C", "S", "O", "O", "O", "H", "H", "H", "H", "C", "C", "N", "O", "H", "H", "H", "H", "H"],
  "coordinates": [[0.3387, 0.1465, 0.3763], [-4.3379, -0.5313, -2.2292], [-4.2160, -0.1755, -0.7658], [-2.5583, 0.4892, -0.2028], [-2.4556, 1.9170, -1.3385], [-1.5893, 1.7235, -2.5871], [-0.3856, 0.3395, -2.4469], [-0.8488, -0.7534, -3.8924], [-2.3071, -1.0623, -4.1623], [-3.1444, -1.8291, -2.7338], [-4.1952, 0.3317, -2.8728], [-5.3365, -0.9334, -2.4086], [-4.3782, -1.0541, -0.1484], [-4.9524, 0.5823, -0.5017], [-2.0293, 2.7120, -0.7295], [-3.4712, 2.2058, -1.6082], [-0.9928, 2.6251, -2.7387], [-2.1900, 1.5383, -3.4732], [-0.3089, -1.6697, -3.6590], [-0.3995, -0.2917, -4.7722], [-2.3397, -1.7919, -4.9753], [-2.8768, -0.1886, -4.4760], [2.7552, -1.1126, 4.2491], [2.0215, -1.5417, 3.0780], [2.8504, -1.9009, 1.9465], [0.3969, -0.8410, 2.6732], [-0.8548, -0.2033, 1.7829], [-0.0074, -2.4693, 2.1191], [-0.7692, -2.7994, 0.7878], [-0.4603, -1.6536, -0.2113], [-0.1771, -4.1950, 0.1470], [0.9971, -4.1566, -0.7073], [-0.3024, -5.4124, 0.9352], [-2.3366, -3.0813, 1.1709], [-3.1751, -3.7661, 0.1944], [-3.0165, -2.3382, 2.2212], [-0.3875, -0.8875, 4.1277], [-1.0651, 0.2855, 4.6595], [-0.0850, -1.8864, 5.1344], [3.6905, -0.6170, 3.9904], [2.9711, -1.9863, 4.8701], [2.1511, -0.4057, 4.8126], [3.6983, -1.2162, 1.8365], [2.2446, -1.8561, 1.0186], [3.2245, -2.9206, 2.0842], [1.0941, -3.1487, -1.1101], [0.8705, -4.8686, -1.5245], [1.9041, -4.4251, -0.1590], [-1.1236, -5.2967, 1.6350], [0.6127, -5.6195, 1.4935], [-0.5086, -6.2527, 0.2710], [-2.6183, -4.5977, -0.2292], [-3.4904, -3.1205, -0.6264], [-4.0561, -4.1505, 0.7057], [-2.2763, -1.9930, 2.9417], [-3.7148, -3.0097, 2.7236], [-3.5618, -1.4678, 1.8441], [-1.2771, 0.9773, 3.8468], [-0.4501, 0.7938, 5.4069], [-1.9990, -0.0316, 5.1250], [0.4648, -2.6963, 4.6693], [-1.0291, -2.2719, 5.5240], [0.4866, -1.4785, 5.9697], [-0.3910, 3.8585, -0.7144], [0.4493, 2.9499, -0.0054], [0.9922, 1.8861, -0.9321], [-0.2763, 2.0241, 0.9347], [1.6493, 3.8581, 0.8345], [1.8285, 5.2112, 0.5128], [2.6959, 5.9904, 1.2402], [3.3919, 5.4401, 2.3354], [3.2381, 4.1092, 2.6522], [2.3750, 3.2993, 1.9113], [2.2787, 1.6028, 2.2605], [3.4968, 1.2085, 2.8814], [2.0725, 0.8753, 0.9389], [1.0489, 1.2302, 2.9918], [1.2527, 5.6185, -0.3017], [2.8424, 7.0266, 0.9801], [4.0439, 6.0626, 2.9254], [3.7786, 3.6626, 3.4710], [3.1160, -1.6277, -2.6504], [2.6358, -0.5433, -1.7418], [3.2756, 0.6381, -1.8086], [1.6610, -0.7235, -0.8984], [4.1063, -1.9693, -2.3473], [3.1967, -1.2573, -3.6724], [2.4370, -2.4723, -2.6325], [3.9492, 0.7866, -2.5425], [2.8791, 1.4394, -1.3300]],
  "mulliken_charge": [0.35, -0.95, -0.98, 0.74, -1.38, -1.32, 0.82, -1.08, -0.75, -0.05, 0.35, 0.59, 0.31, 0.57, 0.49, 0.85, 0.60, 0.58, 0.27, 0.58, 0.52, 0.45, -1.19, 0.04, -0.24, 0.69, -0.61, -0.18, -0.40, 0.86, 0.23, -0.76, -1.22, 0.53, -0.78, -0.52, 0.51, -0.92, -1.15, 0.46, 0.33, 0.34, 0.28, -0.38, 0.42, -0.17, 0.44, 0.30, 0.42, 0.30, 0.38, 0.31, -0.12, 0.40, -0.21, 0.53, 0.16, 0.19, 0.30, 0.37, 0.28, 0.36, 0.40, -0.68, 1.98, -0.77, -0.75, -0.43, -0.65, -0.70, -0.70, -0.69, -0.60, 2.65, -0.76, -1.17, -0.65, 0.61, 0.45, 0.46, 0.60, -1.79, 0.38, -0.08, 1.22, 0.39, 0.51, 0.21, 0.30, 0.13]
}



Record 2
{
  "formula": "C4H13N3",
  "method": "the ωB97M-V functional and the def2-TZVPD basis",
  "multiplicity": 1,
  "homo_ev": -8.61,
  "largest_force_ha_per_bohr": 0.0064,
  "homo_lumo_gap_ev": 9.628,
  "energy_ev": -8827.8579,
  "total_charge": 0,
  "lumo_ev": 1.02,
  "species": ["C", "N", "C", "H", "H", "H", "H", "H", "C", "N", "C", "N", "H", "H", "H", "H", "H", "H", "H", "H"],
  "coordinates": [[0.2664, 1.7968, -2.2205], [0.8894, 0.9521, -1.5320], [2.3259, 0.8620, -1.7329], [-0.8116, 1.9034, -2.1069], [0.7464, 2.4591, -2.9479], [2.8368, 1.0993, -0.8025], [2.6899, 1.5335, -2.5185], [2.5724, -0.1660, -1.9945], [-1.9852, -0.4340, 0.1547], [-1.6019, -0.4732, 1.5556], [-0.1606, -0.5980, 1.7687], [0.3105, -1.9699, 1.8867], [-3.0593, -0.5687, 0.0381], [-1.6829, 0.4792, -0.3592], [-1.5100, -1.2641, -0.3689], [-1.9684, 0.3230, 2.0587], [0.0945, -0.0891, 2.6979], [0.3943, -0.1290, 0.9505], [-0.2145, -2.4129, 2.6348], [0.0385, -2.4847, 1.0526]],
  "mulliken_charge": [-0.29, -0.17, -0.88, 0.19, 0.23, 0.25, 0.39, 0.26, -0.64, -0.41, -0.25, -0.64, 0.33, 0.10, 0.28, 0.23, 0.41, 0.11, 0.27, 0.22]
}



Record 3
{
  "formula": "H10O13S2Zn",
  "method": "the ωB97M-V functional and the def2-TZVPD basis",
  "multiplicity": 1,
  "homo_ev": -1.20,
  "largest_force_ha_per_bohr": 0.0708,
  "homo_lumo_gap_ev": 3.042,
  "energy_ev": -96862.6183,
  "total_charge": -2,
  "lumo_ev": 1.84,
  "species": ["Zn", "S", "O", "O", "O", "O", "S", "O", "O", "O", "O", "O", "H", "H", "O", "H", "H", "O", "H", "H", "O", "H", "H", "O", "H", "H"],
  "coordinates": [[-0.3126, 0.0417, -0.2827], [0.2779, 4.2439, -1.6505], [0.0672, 5.4463, -0.8126], [-0.3773, 3.0753, -1.0909], [-0.3135, 4.5022, -2.9304], [1.7269, 3.9102, -1.7243], [4.0367, -0.7958, -1.2236], [3.6780, -1.7289, -2.2724], [4.8225, -1.4598, -0.1683], [4.7343, 0.3888, -1.7247], [2.7530, -0.3237, -0.6500], [-3.2149, -0.6285, 0.1428], [-3.5425, -1.4847, -0.1327], [-3.8411, -0.3332, 0.8037], [-0.9110, -0.6844, -3.1017], [-0.6341, -0.1423, -3.8405], [-1.5676, -1.2753, -3.4704], [-2.3656, -2.4762, 3.9412], [-1.8618, -3.1581, 4.3856], [-1.7947, -2.1794, 3.2325], [-0.5785, 1.2420, 2.6708], [-0.6897, 2.1687, 2.8833], [-0.5989, 0.7974, 3.5182], [0.0636, -2.6881, 1.0592], [-0.5069, -3.4258, 1.2748], [0.9507, -3.0323, 1.1634]],
  "mulliken_charge": [0.78, 1.15, -0.71, -0.60, -0.68, -0.57, 1.13, -0.66, -0.72, -0.63, -0.57, -0.54, 0.28, 0.28, -0.53, 0.30, 0.26, -0.64, 0.31, 0.33, -0.57, 0.29, 0.28, -0.55, 0.27, 0.30]
}